Entry 1:
Density functional theory data (ωB97M-V/def2-TZVPD) for a molecular structure, C18H56AsF6N2O10 in a non-equilibrium geometry.

The geometry in XYZ format:
```
93
Properties=species:S:1:pos:R:3:forces:R:3
As 0.262 -0.350 0.603 0.3 -0.4 2.6
F -0.534 -1.687 1.532 -1.0 -1.2 0.8
F 1.363 -0.052 2.041 0.3 0.1 0.2
F 1.059 0.928 -0.369 1.1 1.8 -1.4
F -0.957 -0.711 -0.707 -1.3 -0.3 -1.6
F -0.857 0.853 1.337 -1.0 1.1 0.3
F 1.436 -1.607 -0.077 0.7 -1.3 -1.0
C -1.703 2.948 4.029 0.0 1.4 -1.7
O -1.997 2.859 5.394 0.2 0.2 1.0
H -0.664 2.753 3.764 0.0 -0.3 0.2
H -2.359 2.363 3.384 0.1 -0.4 0.4
H -1.927 3.982 3.767 0.2 0.2 -0.6
H -2.017 3.764 5.713 -0.1 -0.3 0.3
C -2.066 -0.240 4.573 -0.3 -0.2 -1.0
O -2.887 0.422 5.498 -0.5 -0.3 0.4
H -1.039 0.116 4.643 0.3 -0.6 0.1
H -2.200 -1.319 4.657 0.5 0.0 0.4
H -2.397 -0.009 3.560 0.1 0.0 -0.3
H -2.665 1.346 5.364 -0.4 0.1 0.7
C 1.383 -4.639 -1.273 0.8 2.0 0.3
O 1.627 -5.631 -2.206 -0.3 -2.0 -0.9
H 2.040 -3.822 -1.571 -0.1 0.6 0.5
H 0.375 -4.225 -1.268 -0.2 -0.3 0.1
H 1.703 -4.943 -0.276 -0.3 -0.2 -0.1
H 1.230 -5.374 -3.041 0.0 0.0 0.0
C -4.136 -1.523 0.516 -0.4 0.9 -0.6
O -4.979 -1.810 -0.567 -1.4 -1.4 -1.6
H -3.107 -1.833 0.336 0.0 0.0 0.3
H -4.234 -0.439 0.566 0.7 0.1 1.2
H -4.646 -2.041 1.329 0.6 0.2 0.4
H -4.848 -1.264 -1.346 0.5 0.1 0.3
C 1.446 3.893 0.820 0.1 -1.2 -0.7
O 1.016 3.512 -0.516 0.3 1.9 1.0
H 2.289 3.244 1.054 0.0 -0.1 0.3
H 1.816 4.912 0.929 -0.4 0.2 -0.6
H 0.655 3.685 1.542 -0.1 0.1 0.1
H 0.968 2.554 -0.480 0.0 -1.0 0.0
C -1.357 -1.175 -4.049 -1.0 -0.4 -1.2
O -1.707 -1.318 -5.218 -0.1 0.1 -1.0
N -2.164 -0.810 -3.090 -3.1 1.2 1.4
N -0.156 -1.448 -3.613 3.2 -0.9 -0.2
H -1.852 -0.644 -2.144 0.1 0.0 0.2
H -3.098 -0.545 -3.369 0.3 -0.1 0.1
H 0.105 -1.375 -2.639 0.2 0.1 -0.1
H 0.485 -1.657 -4.365 0.3 0.0 0.6
C -2.407 -4.009 3.084 0.5 -1.0 0.0
C -0.974 -4.584 3.058 1.1 1.9 1.7
C -0.464 -5.045 1.766 -1.6 -1.9 -2.2
O -0.062 -3.532 3.418 -0.5 -0.6 1.3
H -2.412 -3.149 2.415 -0.5 -0.1 -0.1
H -2.732 -3.728 4.086 0.5 0.3 0.1
H -3.112 -4.804 2.838 -0.2 0.1 -0.7
H -0.871 -5.372 3.803 0.0 -0.1 0.2
H 0.466 -5.608 1.690 0.2 0.4 0.7
H -0.489 -4.304 0.967 0.1 0.3 0.3
H -1.225 -5.780 1.501 -0.2 -0.5 -0.8
H -0.297 -2.872 2.761 0.6 1.1 -0.3
C 2.199 3.817 -3.422 -0.4 0.3 -0.2
C 2.837 2.470 -3.085 -1.3 -0.4 -0.6
C 1.858 1.294 -3.291 -0.2 0.8 0.2
O 3.830 2.220 -4.058 1.5 0.8 -0.6
H 2.695 4.688 -2.994 0.2 -0.2 0.4
H 1.157 3.832 -3.101 0.1 0.0 0.2
H 2.179 4.044 -4.488 0.1 -0.5 -0.3
H 3.233 2.544 -2.072 0.1 -0.4 0.1
H 1.544 1.318 -4.335 0.1 0.0 -0.2
H 0.936 1.353 -2.712 0.3 -0.2 0.3
H 2.397 0.362 -3.124 -0.2 -0.1 0.3
H 4.333 1.422 -3.884 -0.2 -0.1 0.4
C -2.658 2.424 -1.724 -0.6 -0.9 0.1
C -2.533 3.810 -1.076 -0.1 0.5 0.4
C -2.510 3.875 0.481 0.1 -0.9 -0.5
O -1.376 4.422 -1.579 0.1 0.4 -0.3
H -1.756 1.813 -1.695 0.4 0.4 0.5
H -2.923 2.377 -2.780 0.0 0.9 -0.2
H -3.404 1.758 -1.289 -0.2 0.2 0.6
H -3.306 4.516 -1.382 -0.6 -0.4 -0.3
H -2.308 4.876 0.863 -0.1 0.2 -0.4
H -1.721 3.231 0.870 0.1 -0.2 0.0
H -3.444 3.505 0.902 -0.1 0.0 0.0
H -0.660 3.908 -1.198 1.1 0.1 0.1
C 5.364 0.403 -0.120 -1.1 -0.2 0.6
C 4.216 -0.576 -0.438 -0.3 -1.3 0.5
C 4.614 -1.756 -1.395 0.0 1.8 0.5
O 3.801 -1.203 0.792 2.2 0.7 0.2
H 5.658 1.100 -0.905 0.2 -0.5 -0.5
H 6.190 -0.155 0.321 0.2 0.2 -0.2
H 4.963 1.083 0.632 0.1 -0.1 0.4
H 3.338 -0.016 -0.761 0.1 0.0 -0.6
H 3.780 -2.457 -1.418 0.3 0.0 -0.2
H 5.538 -2.193 -1.016 -0.2 -0.3 0.3
H 4.883 -1.356 -2.373 -0.3 -0.1 -0.4
H 2.934 -1.606 0.704 -0.6 0.3 -0.4
```
Forces are in eV/Å.

Lowest unoccupied orbital energy (alpha / beta) (eV): 4.032 / 4.030
Spin multiplicity: 2
HOMO-LUMO gap (alpha / beta) (eV): 3.480 / 8.416
HOMO (alpha / beta) (Eh): 0.020 / -0.161
Total charge: -2
<S²>: 0.752
E_tot (hartree): -4416.36589

Here are the Mulliken charges for atoms 1 to 8, given in e:
1. As 1.660
2. F -0.769
3. F -0.611
4. F -0.781
5. F -0.618
6. F -0.480
7. F -0.576
8. C -0.393

=====

Entry 2:
Density functional theory data (ωB97M-V/def2-TZVPD) for a molecular structure, C18H56F6N2O21S2Y in a non-equilibrium geometry.

The geometry in XYZ format:
```
106
Properties=species:S:1:pos:R:3:forces:R:3
Y 1.574 -4.777 6.106 -0.2 0.4 -0.4
C -3.366 0.733 8.054 2.1 -0.5 1.2
F -2.660 1.488 7.174 -1.3 -0.7 0.8
F -3.972 1.493 8.985 0.0 -0.6 -1.5
F -4.163 -0.134 7.439 -0.1 1.1 0.2
S -2.085 -0.314 9.042 1.2 0.2 1.3
O -1.159 0.632 9.724 -1.5 -0.7 -0.9
O -2.822 -1.171 9.970 0.3 0.9 -1.1
O -1.264 -1.055 8.075 -0.6 0.1 -0.2
C -0.469 0.829 0.756 -0.4 -1.2 -0.6
F -1.633 1.103 1.366 0.5 -0.1 -0.7
F -0.472 1.259 -0.529 -0.3 -0.5 1.2
F 0.494 1.436 1.404 0.4 0.1 0.2
S -0.179 -1.103 0.794 0.1 -0.2 -1.2
O -1.273 -1.694 -0.002 1.3 0.9 1.0
O 1.172 -1.319 0.244 -1.3 0.5 0.2
O -0.190 -1.512 2.196 -0.3 0.4 0.0
O 3.515 -5.388 2.383 -0.2 0.0 0.5
H 3.393 -4.676 1.756 0.0 0.3 -0.2
H 3.949 -6.078 1.881 0.2 -0.2 -0.1
O -2.688 -5.451 5.778 0.6 0.0 0.1
H -3.398 -5.350 6.412 -0.2 0.1 0.2
H -3.131 -5.580 4.940 -0.1 -0.1 -0.4
O 4.050 -1.555 5.316 -0.3 -0.5 0.1
H 4.984 -1.433 5.143 0.3 0.0 -0.1
H 3.691 -0.668 5.331 -0.2 0.3 0.0
O -3.632 -6.259 1.327 0.0 0.0 0.3
H -3.770 -7.015 0.756 -0.1 -0.2 -0.1
H -3.287 -5.580 0.747 0.1 0.3 -0.1
O -4.560 -2.089 -4.321 -0.1 0.2 -0.1
H -4.819 -2.999 -4.465 -0.1 -0.2 -0.1
H -3.875 -2.138 -3.654 0.2 0.1 0.2
C 9.765 -3.421 -2.451 0.0 -0.1 1.4
C 8.682 -4.068 -1.554 -0.1 -1.0 -0.8
O 9.173 -4.759 -0.389 -0.3 1.1 -0.2
O 10.527 -2.520 -1.574 -0.8 -0.8 -1.5
H 9.350 -2.964 -3.350 -0.5 0.7 0.4
H 10.395 -4.161 -2.943 0.5 -0.4 0.7
H 8.101 -4.818 -2.090 0.2 -0.2 -0.8
H 7.873 -3.377 -1.318 0.6 0.5 0.8
H 9.819 -5.409 -0.676 0.1 0.0 -0.1
H 10.779 -1.787 -2.142 0.2 0.2 0.2
C 1.287 -7.878 -4.546 0.0 1.2 0.5
C 2.146 -6.750 -5.058 1.2 -0.2 -0.8
O 2.161 -6.684 -6.518 0.1 0.0 1.4
O 1.970 -9.117 -4.404 -0.4 0.4 -0.5
H 0.407 -7.886 -5.188 -0.1 -0.5 -0.2
H 0.962 -7.558 -3.556 -0.2 0.0 0.2
H 3.172 -6.885 -4.716 0.2 -0.5 0.1
H 1.929 -5.779 -4.613 -0.9 0.1 -0.2
H 3.096 -6.576 -6.707 -0.1 0.0 -0.5
H 1.271 -9.693 -4.086 0.2 -0.5 0.0
C -2.246 7.936 4.276 -0.5 -0.1 -1.9
C -3.547 7.518 3.513 1.1 -1.3 3.1
O -3.589 7.907 2.230 0.0 1.2 -2.8
O -1.965 9.313 4.055 -0.3 0.2 1.4
H -1.368 7.417 3.889 -0.1 -0.6 -0.2
H -2.378 7.573 5.296 0.1 1.0 0.4
H -4.426 7.842 4.069 0.0 0.1 0.2
H -3.533 6.429 3.529 -0.2 -0.2 0.1
H -4.092 8.720 2.143 0.0 0.0 -0.1
H -2.205 9.545 3.155 0.0 -0.3 -0.2
C 3.421 0.721 -4.922 1.4 -0.5 0.5
C 4.925 0.578 -4.557 -1.0 0.3 -0.7
O 5.221 1.200 -3.336 0.3 -0.3 1.2
O 3.184 1.935 -5.577 -0.4 0.3 -0.3
H 2.877 0.647 -3.980 -0.2 0.0 0.2
H 3.099 -0.125 -5.530 0.0 0.3 -0.4
H 5.566 1.065 -5.292 -0.2 -0.3 -0.6
H 5.148 -0.488 -4.516 0.3 0.1 0.4
H 4.832 2.076 -3.277 0.0 0.0 -0.2
H 3.370 2.642 -4.955 -0.1 0.2 -0.1
C -10.487 -5.123 -0.802 -0.3 1.1 -0.6
C -10.411 -3.850 -1.739 1.2 -0.7 -0.1
C -9.387 -2.746 -1.249 -1.1 0.8 0.2
O -9.789 -2.032 -0.039 1.2 -0.2 0.2
C -8.654 -1.314 0.550 -0.1 -1.5 0.4
N -9.995 -4.300 -3.075 0.3 0.4 0.1
H -11.137 -5.858 -1.277 -0.8 0.4 0.3
H -10.831 -4.699 0.141 -0.1 -0.8 0.3
H -9.605 -5.757 -0.712 0.7 0.8 0.2
H -11.407 -3.429 -1.880 0.0 0.1 0.4
H -9.325 -1.894 -1.926 0.0 -0.6 -0.9
H -8.395 -3.194 -1.204 0.2 -0.1 0.5
H -7.951 -0.833 -0.131 -0.5 0.1 -0.6
H -8.062 -2.055 1.088 0.2 -0.3 0.0
H -8.925 -0.613 1.339 -0.8 0.1 -0.5
H -10.670 -4.909 -3.515 -0.3 0.2 0.0
H -9.146 -4.844 -3.023 0.3 0.1 0.0
C 5.702 8.049 -1.943 0.7 0.1 0.5
C 4.369 7.534 -1.403 2.0 0.8 0.6
C 3.603 8.646 -0.674 -1.1 -1.1 -0.6
O 4.382 9.275 0.246 0.9 1.3 1.1
C 3.659 10.209 1.029 0.9 0.0 1.4
N 3.686 6.952 -2.502 -0.9 0.0 0.0
H 6.389 8.244 -1.120 0.0 0.3 0.0
H 5.583 8.961 -2.529 -0.2 0.2 0.1
H 6.228 7.364 -2.608 -0.4 -0.4 0.1
H 4.553 6.783 -0.636 0.2 -0.2 0.0
H 2.790 8.127 -0.167 -0.6 -0.1 0.2
H 3.126 9.377 -1.327 0.1 0.1 -0.6
H 2.949 10.841 0.495 0.0 -0.3 -0.2
H 4.346 10.837 1.596 0.6 0.4 -0.9
H 3.252 9.744 1.926 -1.1 -0.7 -0.4
H 2.733 6.834 -2.190 -0.5 -0.3 -0.5
H 3.716 7.679 -3.203 -0.5 -0.2 -0.6
```
Forces are in eV/Å.

Lowest unoccupied orbital energy (eV): -9.607
HOMO-LUMO gap (eV): 1.087
HOMO (Eh): -0.393
Total charge: +1
E_tot (hartree): -3841.94847

Here are the Mulliken charges for atoms 1 to 8, given in e:
1. Y 1.428
2. C 0.655
3. F -0.184
4. F -0.179
5. F -0.177
6. S 1.079
7. O -0.462
8. O -0.494